Arrangement 1

Molecular formula: C2H5NOS
Method: DFT, ωB97M-V/def2-TZVPD

Structure (XYZ):
```
10
C2H5NOS, DFT ωB97M-V/def2-TZVPD
S -0.087 1.160 1.779
O 0.452 -1.863 1.203
N 0.192 -0.978 0.162
C -0.005 0.328 0.373
C -0.245 0.904 -0.938
H 0.137 0.497 -1.823
H -0.285 1.988 -0.931
H 0.537 -1.385 2.001
H -1.262 0.765 -1.220
H 0.565 -1.417 -0.605
```

Results
total charge = 0
highest occupied orbital energy = -8.9 eV
multiplicity = 1
frontier orbital gap = 9.6 eV

***

Arrangement 2

Molecular formula: C2H5NOS
Method: DFT, ωB97M-V/def2-TZVPD

Structure (XYZ):
```
10
C2H5NOS, DFT ωB97M-V/def2-TZVPD
S 2.470 -0.300 -0.049
O -1.495 -0.211 -0.156
N 0.386 1.250 -0.012
C 0.851 0.045 -0.026
C -0.289 -0.888 -0.048
H 1.110 1.954 -0.162
H -0.333 -1.605 -0.835
H -0.284 -1.569 0.790
H -1.847 0.004 0.725
H -0.569 1.320 -0.225
```

Results
total charge = 0
highest occupied orbital energy = -8.3 eV
multiplicity = 1
frontier orbital gap = 8.8 eV

***

Arrangement 3

Molecular formula: C2H5NOS
Method: DFT, ωB97M-V/def2-TZVPD

Structure (XYZ):
```
10
C2H5NOS, DFT ωB97M-V/def2-TZVPD
S 0.847 0.587 0.343
O 0.971 -2.300 0.376
N 0.349 -1.799 -0.669
C -0.741 1.325 0.429
C 0.363 -0.581 -0.966
H -1.167 1.240 -0.706
H -0.767 2.563 0.785
H 1.442 -1.532 1.032
H -1.239 0.609 1.151
H -0.060 -0.113 -1.776
```

Results
total charge = 0
highest occupied orbital energy = -9.1 eV
multiplicity = 1
frontier orbital gap = 9.8 eV

***

Most stable: arrangement 2

***

Arrangement 1

Molecular formula: C2H5NOS
Method: DFT, ωB97M-V/def2-TZVPD

Structure (XYZ):
```
10
C2H5NOS, DFT ωB97M-V/def2-TZVPD
S -2.125 -0.391 0.703
O -3.516 -0.815 0.500
N -1.676 0.956 0.137
C 1.374 0.309 0.151
C 1.977 -0.727 -0.469
H 0.450 0.123 0.825
H 2.571 -0.535 -1.423
H 1.869 -1.740 0.004
H -2.374 1.530 -0.249
H 1.450 1.289 -0.179
```

Results
total charge = 0
highest occupied orbital energy = -9.9 eV
multiplicity = 1
frontier orbital gap = 9.1 eV

***

Arrangement 2

Molecular formula: C2H5NOS
Method: DFT, ωB97M-V/def2-TZVPD

Structure (XYZ):
```
10
C2H5NOS, DFT ωB97M-V/def2-TZVPD
S 0.548 -0.743 -2.268
O -0.022 1.495 0.602
N 0.071 0.351 -0.006
C 0.792 0.335 -1.054
C -0.330 -0.850 0.814
H -1.255 -0.700 1.460
H -0.993 1.483 0.802
H 0.705 -1.097 1.243
H -0.675 -1.505 -0.230
H 1.160 1.231 -1.362
```

Results
total charge = 0
highest occupied orbital energy = -8.2 eV
multiplicity = 1
frontier orbital gap = 8.6 eV

***

Arrangement 3

Molecular formula: C2H5NOS
Method: DFT, ωB97M-V/def2-TZVPD

Structure (XYZ):
```
10
C2H5NOS, DFT ωB97M-V/def2-TZVPD
S 3.363 0.232 -0.738
O 3.345 -1.307 1.461
N 0.552 1.000 -0.295
C 3.183 -0.760 0.444
C 0.177 -0.389 0.015
H -0.561 -0.354 0.740
H 0.224 1.525 -1.006
H 1.639 1.087 -0.562
H -0.206 -0.869 -0.888
H 0.340 1.434 0.625
```

Results
total charge = 0
highest occupied orbital energy = -6.8 eV
multiplicity = 1
frontier orbital gap = 7.1 eV

***

Arrangement 4

Molecular formula: C2H5NOS
Method: DFT, ωB97M-V/def2-TZVPD

Structure (XYZ):
```
10
C2H5NOS, DFT ωB97M-V/def2-TZVPD
S -0.602 1.943 2.493
O 0.413 0.345 -1.160
N 0.642 0.893 0.200
C 0.108 -1.257 -0.943
C -0.544 0.992 0.952
H 1.461 1.432 0.346
H -1.545 0.180 0.850
H -1.393 -1.102 -0.895
H 0.794 -1.595 -2.103
H 0.666 -1.832 0.261
```

Results
total charge = 0
highest occupied orbital energy = -8.5 eV
multiplicity = 1
frontier orbital gap = 8.3 eV

***

Most stable: arrangement 1

***

Arrangement 1

Molecular formula: C2H5NOS
Method: DFT, ωB97M-V/def2-TZVPD

Structure (XYZ):
```
10
C2H5NOS, DFT ωB97M-V/def2-TZVPD
S 2.573 -0.427 0.062
O -2.032 -0.738 0.220
N 1.190 0.747 -0.020
C -1.212 0.431 0.060
C 0.213 -0.081 -0.143
H 3.650 0.261 0.540
H 0.327 -1.160 -0.274
H -1.370 1.069 1.024
H -1.506 1.131 -0.837
H -1.832 -1.232 -0.632
```

Results
total charge = 0
highest occupied orbital energy = -9.0 eV
multiplicity = 1
frontier orbital gap = 9.7 eV

***

Arrangement 2

Molecular formula: C2H5NOS
Method: DFT, ωB97M-V/def2-TZVPD

Structure (XYZ):
```
10
C2H5NOS, DFT ωB97M-V/def2-TZVPD
S -1.251 0.944 -1.151
O 1.684 -0.436 -0.513
N 1.889 0.732 0.327
C -1.293 -0.225 0.130
C 1.113 -0.459 0.698
H 1.370 1.583 0.103
H -1.608 0.154 1.078
H 1.297 -1.098 1.598
H -1.611 -1.332 0.028
H -1.590 0.140 -2.297
```

Results
total charge = 0
highest occupied orbital energy (spin up / spin down) = -7.8 / -7.9 eV
multiplicity = 1
frontier orbital gap (spin up / spin down) = 8.3 / 8.4 eV

***

Most stable: arrangement 1

***

Arrangement 1

Molecular formula: C3H9NOS
Method: DFT, ωB97M-V/def2-TZVPD

Structure (XYZ):
```
15
C3H9NOS, DFT ωB97M-V/def2-TZVPD
S -2.066 -1.207 0.138
O 2.560 1.229 -0.095
N 0.367 0.478 1.342
C 1.474 0.781 -0.888
C -0.844 -0.121 -0.678
C 0.498 -0.077 0.022
H 0.975 -1.034 0.046
H 1.856 0.166 -1.701
H -0.070 1.394 1.286
H 0.909 1.654 -1.195
H 1.294 0.666 1.717
H -1.212 0.903 -0.717
H 3.383 0.766 -0.285
H -1.808 -0.793 1.386
H -0.770 -0.552 -1.671
```

Results
total charge = 0
highest occupied orbital energy = -8.8 eV
multiplicity = 1
frontier orbital gap = 9.6 eV

***

Arrangement 2

Molecular formula: C3H9NOS
Method: DFT, ωB97M-V/def2-TZVPD

Structure (XYZ):
```
15
C3H9NOS, DFT ωB97M-V/def2-TZVPD
S 1.497 -0.498 -0.054
O -2.681 0.628 1.226
N -1.736 -1.457 1.095
C -1.993 -0.138 0.549
C 1.327 1.159 0.728
C 1.154 -0.190 -1.822
H 0.976 1.844 0.016
H 2.319 1.485 0.961
H -1.223 -2.126 0.492
H -1.878 -1.544 2.069
H 0.460 -1.027 -2.379
H -1.681 0.106 -0.539
H 2.123 -0.129 -2.176
H 0.580 0.635 -1.833
H 0.757 1.253 1.666
```

Results
total charge = 0
highest occupied orbital energy = -8.6 eV
multiplicity = 1
frontier orbital gap = 9.4 eV

***

Most stable: arrangement 1

***

Arrangement 1

Molecular formula: H4O2
Method: DFT, ωB97M-V/def2-TZVPD

Structure (XYZ):
```
6
H4O2, DFT ωB97M-V/def2-TZVPD
O 0.337 -1.176 0.542
O -0.255 0.961 -0.540
H 0.516 -0.729 1.380
H -0.113 1.659 -1.226
H -1.191 1.106 -0.224
H 0.127 -0.319 0.052
```

Results
total charge = 0
highest occupied orbital energy = -10.4 eV
multiplicity = 1
frontier orbital gap = 10.7 eV

***

Arrangement 2

Molecular formula: H4O2
Method: DFT, ωB97M-V/def2-TZVPD

Structure (XYZ):
```
6
H4O2, DFT ωB97M-V/def2-TZVPD
O 0.640 -0.013 1.176
O -0.543 -0.201 -1.552
H 0.236 0.889 1.339
H -0.077 -0.531 1.544
H -0.518 -0.160 -0.536
H 0.264 0.016 -1.971
```

Results
total charge = 0
highest occupied orbital energy = -11.1 eV
multiplicity = 1
frontier orbital gap = 11.7 eV

***

Most stable: arrangement 2

***

Arrangement 1

Molecular formula: H4O2
Method: DFT, ωB97M-V/def2-TZVPD

Structure (XYZ):
```
6
H4O2, DFT ωB97M-V/def2-TZVPD
O -0.331 -1.542 0.843
O -0.081 0.912 -1.230
H -0.354 -1.519 1.869
H -0.395 1.823 -1.270
H 0.343 -0.800 0.687
H 0.819 1.126 -0.899
```

Results
total charge = 0
highest occupied orbital energy = -11.2 eV
multiplicity = 1
frontier orbital gap = 11.8 eV

***

Arrangement 2

Molecular formula: H4O2
Method: DFT, ωB97M-V/def2-TZVPD

Structure (XYZ):
```
6
H4O2, DFT ωB97M-V/def2-TZVPD
O 0.118 1.588 -0.046
O -0.133 -1.236 0.309
H 0.984 1.893 -0.312
H 0.021 -1.738 -0.515
H 0.105 0.656 0.224
H -1.095 -1.163 0.341
```

Results
total charge = 0
highest occupied orbital energy = -10.9 eV
multiplicity = 1
frontier orbital gap = 11.6 eV

***

Most stable: arrangement 2